The following is a quantum chemistry calculation of 10 unconnected molecules or ions with the total composition C90H190N10O10 at a distorted geometry, from the OMol25 dataset.

Calculated values
**F_max**: 4.8 eV/A
**E_HOMO**: -0.2927 hartree
**Molar mass**: 1572.570 g/mol
**Energy relative to the best compared isomer or geometry (same formula, charge and spin)**: 1177.7 kJ/mol
**Structure (SMILES)**: CC1(C)CCCC(C)(C)N1O.CC1(C)CCCC(C)(C)N1O.CC1(C)CCCC(C)(C)N1O.CC1(C)CCCC(C)(C)N1O.CC1(C)CCCC(C)(C)N1O.CC1(C)CCCC(C)(C)N1O.CC1(C)CCCC(C)(C)N1O.CC1(C)CCCC(C)(C)N1O.CC1(C)CCCC(C)(C)N1O.CC1(C)CCCC(C)(C)N1O
**Multiplicity**: 1

Last columns: bonded neighbours and bond lengths (Å).
Cartesian coordinates (Å):
1 C -7.61193 6.88987 4.15290  C2 1.571, H12 1.090, H13 1.090, H14 1.090
2 C -8.93957 6.08021 4.37837  C1 1.571, C3 1.461, N7 1.512, C11 1.587
3 C -9.69559 6.89093 5.33039  C2 1.461, C4 1.582, H15 1.090, H16 1.090
4 C -11.26180 6.69780 5.22078  C3 1.582, C5 1.483, H17 1.090, H18 1.090
5 C -11.82500 6.57405 3.85441  C4 1.483, C6 1.547, H19 1.090, H20 1.090
6 C -11.09176 5.56830 2.93615  C5 1.547, N7 1.454, C9 1.589, C10 1.515
7 N -9.68473 5.90753 3.07406  C2 1.512, C6 1.454, O8 1.344
8 O -8.91796 5.42861 2.07914  N7 1.344, H30 0.960
9 C -11.33529 4.05356 3.35108  C6 1.589, H21 1.090, H22 1.090, H23 1.090
10 C -11.64857 5.87226 1.56078  C6 1.515, H24 1.090, H25 1.090, H26 1.090
11 C -8.47049 4.81665 5.21632  C2 1.587, H27 1.090, H28 1.090, H29 1.090
12 H -7.71716 7.81191 3.58118  C1 1.090
13 H -6.99548 6.17096 3.61321  C1 1.090
14 H -7.08201 7.07984 5.08628  C1 1.090
15 H -9.50076 6.82841 6.40101  C3 1.090
16 H -9.49226 7.92766 5.06214  C3 1.090
17 H -11.84736 7.41531 5.79558  C4 1.090
18 H -11.64979 5.81907 5.73595  C4 1.090
19 H -11.88898 7.54161 3.35657  C5 1.090
20 H -12.91160 6.54618 3.93588  C5 1.090
21 H -12.25805 3.56555 3.03728  C9 1.090
22 H -10.50573 3.43228 3.01352  C9 1.090
23 H -11.22864 4.05731 4.43584  C9 1.090
24 H -11.61822 4.98875 0.92314  C10 1.090
25 H -12.70518 6.05457 1.75679  C10 1.090
26 H -11.26590 6.78286 1.09982  C10 1.090
27 H -8.18416 3.96299 4.60200  C11 1.090
28 H -9.29856 4.40384 5.79249  C11 1.090
29 H -7.60893 4.88496 5.88050  C11 1.090
30 H -8.72972 6.24739 1.61464  O8 0.960
31 C 11.24273 -4.02727 -5.99918  C32 1.621, H42 1.090, H43 1.090, H44 1.090
32 C 10.08496 -3.12831 -6.69205  C31 1.621, C33 1.536, N37 1.494, C41 1.638
33 C 9.33716 -2.22738 -5.69776  C32 1.536, C34 1.517, H45 1.090, H46 1.090
34 C 10.26771 -1.14994 -5.17481  C33 1.517, C35 1.570, H47 1.090, H48 1.090
35 C 10.98159 -0.43692 -6.37722  C34 1.570, C36 1.502, H49 1.090, H50 1.090
36 C 11.54453 -1.19927 -7.54190  C35 1.502, N37 1.487, C39 1.535, C40 1.536
37 N 10.56558 -2.28198 -7.82599  C32 1.494, C36 1.487, O38 1.342
38 O 10.82004 -3.00461 -8.92758  N37 1.342, H60 0.960
39 C 11.45249 -0.33365 -8.80616  C36 1.535, H51 1.090, H52 1.090, H53 1.090
40 C 12.97903 -1.65721 -7.24076  C36 1.536, H54 1.090, H55 1.090, H56 1.090
41 C 8.93899 -4.12819 -7.29965  C32 1.638, H57 1.090, H58 1.090, H59 1.090
42 H 11.96010 -4.27455 -6.78168  C31 1.090
43 H 10.92252 -5.03840 -5.74783  C31 1.090
44 H 11.73621 -3.43875 -5.22574  C31 1.090
45 H 8.50716 -1.62101 -6.06041  C33 1.090
46 H 8.91935 -2.90180 -4.95031  C33 1.090
47 H 10.97293 -1.54511 -4.44363  C34 1.090
48 H 9.72876 -0.34076 -4.68202  C34 1.090
49 H 11.83724 0.08407 -5.94764  C35 1.090
50 H 10.20766 0.24203 -6.73523  C35 1.090
51 H 10.51189 0.05831 -9.19309  C39 1.090
52 H 12.07131 0.55849 -8.70997  C39 1.090
53 H 12.01696 -0.82168 -9.60071  C39 1.090
54 H 13.59364 -0.76759 -7.37831  C40 1.090
55 H 13.34808 -2.17206 -6.35372  C40 1.090
56 H 13.18171 -2.41146 -8.00111  C40 1.090
57 H 8.53704 -4.64623 -6.42893  C41 1.090
58 H 9.33651 -4.83659 -8.02646  C41 1.090
59 H 8.14165 -3.61881 -7.84084  C41 1.090
60 H 10.14850 -2.62263 -9.49743  O38 0.960
61 C 11.67960 -4.17319 4.74343  C62 1.463, H72 1.090, H73 1.090, H74 1.090
62 C 11.40408 -3.33001 3.57987  C61 1.463, C63 1.576, N67 1.519, C71 1.553
63 C 10.39328 -2.23199 4.08489  C62 1.576, C64 1.483, H75 1.090, H76 1.090
64 C 10.95531 -1.11029 4.87541  C63 1.483, C65 1.515, H77 1.090, H78 1.090
65 C 12.25108 -0.58252 4.29314  C64 1.515, C66 1.522, H79 1.090, H80 1.090
66 C 13.36114 -1.54563 3.89635  C65 1.522, N67 1.561, C69 1.489, C70 1.636
67 N 12.66758 -2.66618 3.05925  C62 1.519, C66 1.561, O68 1.355
68 O 13.56819 -3.53770 2.54303  N67 1.355, H90 0.960
69 C 14.43828 -0.91693 3.08251  C66 1.489, H81 1.090, H82 1.090, H83 1.090
70 C 14.07869 -2.18501 5.22001  C66 1.636, H84 1.090, H85 1.090, H86 1.090
71 C 10.65664 -4.13894 2.48478  C62 1.553, H87 1.090, H88 1.090, H89 1.090
72 H 12.11297 -3.76950 5.65849  C61 1.090
73 H 12.22767 -5.09193 4.53455  C61 1.090
74 H 10.74256 -4.48246 5.20647  C61 1.090
75 H 9.92680 -1.77477 3.21228  C63 1.090
76 H 9.63794 -2.68148 4.72950  C63 1.090
77 H 11.19172 -1.46971 5.87692  C64 1.090
78 H 10.16434 -0.38100 4.70049  C64 1.090
79 H 12.58071 0.13370 5.04578  C65 1.090
80 H 12.03731 0.04628 3.42884  C65 1.090
81 H 14.72612 0.04529 3.50604  C69 1.090
82 H 15.27135 -1.57088 2.82473  C69 1.090
83 H 14.12265 -0.67402 2.06788  C69 1.090
84 H 13.50726 -2.12883 6.14652  C70 1.090
85 H 14.33147 -3.24118 5.12671  C70 1.090
86 H 14.99959 -1.62551 5.38437  C70 1.090
87 H 10.41301 -3.52664 1.61654  C71 1.090
88 H 9.68043 -4.48794 2.82139  C71 1.090
89 H 11.37500 -4.90259 2.18663  C71 1.090
90 H 13.93048 -3.88021 3.36341  O68 0.960
91 C -9.76783 -3.68441 -5.70370  C92 1.508, H102 1.090, H103 1.090, H104 1.090
92 C -9.34513 -3.03913 -4.40833  C91 1.508, C93 1.547, N97 1.510, C101 1.530
93 C -10.47617 -3.46714 -3.44281  C92 1.547, C94 1.476, H105 1.090, H106 1.090
94 C -10.10101 -3.45804 -2.01523  C93 1.476, C95 1.525, H107 1.090, H108 1.090
95 C -8.68488 -3.90935 -1.67326  C94 1.525, C96 1.550, H109 1.090, H110 1.090
96 C -7.55067 -3.27609 -2.51834  C95 1.550, N97 1.554, C99 1.570, C100 1.570
97 N -7.99423 -3.55992 -3.98083  C92 1.510, C96 1.554, O98 1.385
98 O -6.98357 -3.32412 -4.89865  N97 1.385, H120 0.960
99 C -7.36952 -1.78253 -2.07021  C96 1.570, H111 1.090, H112 1.090, H113 1.090
100 C -6.23425 -4.06679 -2.19120  C96 1.570, H114 1.090, H115 1.090, H116 1.090
101 C -9.40617 -1.51069 -4.45511  C92 1.530, H117 1.090, H118 1.090, H119 1.090
102 H -8.98645 -3.56612 -6.45440  C91 1.090
103 H -10.59360 -3.24915 -6.26652  C91 1.090
104 H -9.89933 -4.76135 -5.59885  C91 1.090
105 H -11.44137 -2.99174 -3.61741  C93 1.090
106 H -10.82901 -4.48194 -3.62661  C93 1.090
107 H -10.76486 -4.04474 -1.38025  C94 1.090
108 H -10.33997 -2.46154 -1.64378  C94 1.090
109 H -8.67484 -4.99360 -1.78457  C95 1.090
110 H -8.59014 -3.74151 -0.60044  C95 1.090
111 H -8.30533 -1.37623 -1.68645  C99 1.090
112 H -6.95300 -1.76031 -1.06318  C99 1.090
113 H -6.84209 -1.28763 -2.88569  C99 1.090
114 H -6.02234 -4.06028 -1.12202  C100 1.090
115 H -6.16398 -5.12061 -2.46070  C100 1.090
116 H -5.41798 -3.59013 -2.73397  C100 1.090
117 H -9.32551 -0.94157 -3.52899  C101 1.090
118 H -10.34355 -1.22284 -4.93110  C101 1.090
119 H -8.56891 -1.22740 -5.09295  C101 1.090
120 H -6.93895 -4.18679 -5.31747  O98 0.960
121 C 1.93822 -9.19224 -1.57827  C122 1.550, H132 1.090, H133 1.090, H134 1.090
122 C 0.68300 -9.47194 -2.44363  C121 1.550, C123 1.568, N127 1.442, C131 1.593
123 C 0.45573 -8.19471 -3.32440  C122 1.568, C124 1.456, H135 1.090, H136 1.090
124 C -0.31949 -8.22460 -4.55604  C123 1.456, C125 1.507, H137 1.090, H138 1.090
125 C 0.10683 -9.39918 -5.39803  C124 1.507, C126 1.572, H139 1.090, H140 1.090
126 C 0.10746 -10.77194 -4.63258  C125 1.572, N127 1.528, C129 1.600, C130 1.620
127 N 0.85393 -10.61282 -3.30900  C122 1.442, C126 1.528, O128 1.350
128 O 1.13315 -11.72830 -2.60221  N127 1.350, H150 0.960
129 C -1.40602 -11.28979 -4.61109  C126 1.600, H141 1.090, H142 1.090, H143 1.090
130 C 1.07211 -11.76122 -5.47778  C126 1.620, H144 1.090, H145 1.090, H146 1.090
131 C -0.56068 -9.68759 -1.47202  C122 1.593, H147 1.090, H148 1.090, H149 1.090
132 H 1.98569 -9.95537 -0.80143  C121 1.090
133 H 1.83772 -8.23942 -1.05851  C121 1.090
134 H 2.81869 -9.21996 -2.22022  C121 1.090
135 H 0.03755 -7.46080 -2.63549  C123 1.090
136 H 1.43087 -7.81467 -3.62898  C123 1.090
137 H -0.29913 -7.23444 -5.01130  C124 1.090
138 H -1.33275 -8.48448 -4.24967  C124 1.090
139 H 1.06540 -9.25215 -5.89565  C125 1.090
140 H -0.71948 -9.38985 -6.10882  C125 1.090
141 H -1.67928 -11.62295 -5.61230  C129 1.090
142 H -1.55190 -12.03135 -3.82565  C129 1.090
143 H -1.95721 -10.40146 -4.30262  C129 1.090
144 H 1.32346 -12.61839 -4.85313  C130 1.090
145 H 0.65667 -12.25174 -6.35806  C130 1.090
146 H 2.06447 -11.40141 -5.74955  C130 1.090
147 H -1.53491 -9.79354 -1.94926  C131 1.090
148 H -0.70616 -8.94501 -0.68747  C131 1.090
149 H -0.52016 -10.61800 -0.90564  C131 1.090
150 H 2.06282 -11.64791 -2.82770  O128 0.960
151 C 1.53003 -0.98034 2.89351  C152 1.547, H162 1.090, H163 1.090, H164 1.090
152 C 0.74307 -0.74744 1.58213  C151 1.547, C153 1.559, N157 1.515, C161 1.518
153 C 0.02728 0.63343 1.68791  C152 1.559, C154 1.541, H165 1.090, H166 1.090
154 C -0.42629 1.34363 0.39800  C153 1.541, C155 1.546, H167 1.090, H168 1.090
155 C 0.75838 1.49798 -0.58358  C154 1.546, C156 1.597, H169 1.090, H170 1.090
156 C 1.55797 0.12758 -0.76469  C155 1.597, N157 1.461, C159 1.540, C160 1.547
157 N 1.77061 -0.61272 0.47707  C152 1.515, C156 1.461, O158 1.449
158 O 2.37892 -1.91332 0.28062  N157 1.449, H180 0.960
159 C 0.92961 -0.67041 -1.92254  C156 1.540, H171 1.090, H172 1.090, H173 1.090
160 C 3.02054 0.35803 -1.21426  C156 1.547, H174 1.090, H175 1.090, H176 1.090
161 C -0.31859 -1.76547 1.20774  C152 1.518, H177 1.090, H178 1.090, H179 1.090
162 H 0.94278 -0.62916 3.74199  C151 1.090
163 H 2.40292 -0.32763 2.88213  C151 1.090
164 H 1.82295 -2.01968 3.04205  C151 1.090
165 H -0.78750 0.49505 2.39860  C153 1.090
166 H 0.62993 1.40680 2.16416  C153 1.090
167 H -0.83597 2.34354 0.54107  C154 1.090
168 H -1.15084 0.79000 -0.19918  C154 1.090
169 H 1.44171 2.23001 -0.15312  C155 1.090
170 H 0.25248 1.84367 -1.48506  C155 1.090
171 H -0.04410 -1.07543 -1.64693  C159 1.090
172 H 0.77149 -0.01165 -2.77644  C159 1.090
173 H 1.32256 -1.64486 -2.21261  C159 1.090
174 H 3.11581 0.67161 -2.25383  C160 1.090
175 H 3.49089 0.96422 -0.44005  C160 1.090
176 H 3.58746 -0.57200 -1.25609  C160 1.090
177 H -1.08337 -1.27994 0.60155  C161 1.090
178 H -0.77255 -2.21799 2.08935  C161 1.090
179 H -0.11569 -2.74019 0.76404  C161 1.090
180 H 3.27178 -1.80385 0.61590  O158 0.960
181 C -3.16944 -4.40791 16.28957  C182 1.594, H192 1.090, H193 1.090, H194 1.090
182 C -2.08612 -3.42318 15.65823  C181 1.594, C183 1.554, N187 1.488, C191 1.513
183 C -0.64799 -3.99268 15.50874  C182 1.554, C184 1.520, H195 1.090, H196 1.090
184 C -0.53250 -5.05508 14.42810  C183 1.520, C185 1.490, H197 1.090, H198 1.090
185 C -0.88513 -4.38847 13.14324  C184 1.490, C186 1.555, H199 1.090, H200 1.090
186 C -2.34157 -3.84681 13.07764  C185 1.555, N187 1.479, C189 1.566, C190 1.497
187 N -2.43020 -2.98693 14.27736  C182 1.488, C186 1.479, O188 1.353
188 O -3.48790 -2.14519 14.22262  N187 1.353, H210 0.960
189 C -2.55175 -3.01936 11.76451  C186 1.566, H201 1.090, H202 1.090, H203 1.090
190 C -3.28337 -5.00986 13.09872  C186 1.497, H204 1.090, H205 1.090, H206 1.090
191 C -1.90799 -2.15332 16.46175  C182 1.513, H207 1.090, H208 1.090, H209 1.090
192 H -4.15352 -4.17208 15.88452  C181 1.090
193 H -3.26896 -4.07752 17.32351  C181 1.090
194 H -3.02366 -5.47559 16.12549  C181 1.090
195 H 0.05543 -3.22894 15.17707  C183 1.090
196 H -0.27045 -4.41638 16.43935  C183 1.090
197 H -1.23978 -5.88267 14.48251  C184 1.090
198 H 0.43885 -5.53390 14.30434  C184 1.090
199 H -0.59971 -5.05570 12.32995  C185 1.090
200 H -0.21681 -3.55376 12.93183  C185 1.090
201 H -1.72096 -2.95489 11.06186  C189 1.090
202 H -3.30968 -3.30884 11.03661  C189 1.090
203 H -2.69534 -1.96463 11.99910  C189 1.090
204 H -3.03951 -5.70341 13.90346  C190 1.090
205 H -4.35639 -4.81821 13.10005  C190 1.090
206 H -3.30018 -5.64895 12.21589  C190 1.090
207 H -1.56427 -2.47778 17.44394  C191 1.090
208 H -2.86507 -1.67415 16.66790  C191 1.090
209 H -1.15976 -1.43396 16.12892  C191 1.090
210 H -3.19222 -1.26251 13.98800  O188 0.960
211 C -1.07577 5.18196 8.51562  C212 1.562, H222 1.090, H223 1.090, H224 1.090
212 C -0.50000 6.20890 9.54233  C211 1.562, C213 1.534, N217 1.492, C221 1.527
213 C 0.61100 6.98753 8.82612  C212 1.534, C214 1.487, H225 1.090, H226 1.090
214 C 1.09332 8.18665 9.56232  C213 1.487, C215 1.493, H227 1.090, H228 1.090
215 C 0.02137 9.03524 10.16291  C214 1.493, C216 1.635, H229 1.090, H230 1.090
216 C -1.41204 8.40369 10.63246  C215 1.635, N217 1.528, C219 1.569, C220 1.546
217 N -1.65611 7.05651 9.95423  C212 1.492, C216 1.528, O218 1.377
218 O -2.70575 6.40665 10.56521  N217 1.377, H240 0.960
219 C -1.24607 8.24887 12.18456  C216 1.569, H231 1.090, H232 1.090, H233 1.090
220 C -2.64515 9.27391 10.29630  C216 1.546, H234 1.090, H235 1.090, H236 1.090
221 C 0.17294 5.44538 10.68076  C212 1.527, H237 1.090, H238 1.090, H239 1.090
222 H -1.64429 4.43005 9.06290  C211 1.090
223 H -0.23849 4.53429 8.25565  C211 1.090
224 H -1.45210 5.78171 7.68690  C211 1.090
225 H 1.33613 6.33461 8.34034  C213 1.090
226 H 0.08516 7.43949 7.98509  C213 1.090
227 H 1.75570 8.81396 8.96581  C214 1.090
228 H 1.74685 7.75924 10.32279  C214 1.090
229 H -0.17391 9.87663 9.49807  C215 1.090
230 H 0.59032 9.43620 11.00174  C215 1.090
231 H -2.01584 7.61492 12.62463  C219 1.090
232 H -0.28838 7.82356 12.48464  C219 1.090
233 H -1.26800 9.23317 12.65229  C219 1.090
234 H -2.75560 9.44952 9.22622  C220 1.090
235 H -3.54662 8.74323 10.60262  C220 1.090
236 H -2.48408 10.23886 10.77696  C220 1.090
237 H -0.51110 4.80488 11.23749  C221 1.090
238 H 0.42808 6.06102 11.54332  C221 1.090
239 H 0.95338 4.75957 10.35111  C221 1.090
240 H -3.31602 6.23005 9.84549  O218 0.960
241 C 2.90410 0.08860 -10.28717  C242 1.561, H252 1.090, H253 1.090, H254 1.090
242 C 2.84452 0.00919 -11.84453  C241 1.561, C243 1.612, N247 1.451, C251 1.545
243 C 1.79761 1.16197 -12.26298  C242 1.612, C244 1.564, H255 1.090, H256 1.090
244 C 1.75960 1.54072 -13.78016  C243 1.564, C245 1.650, H257 1.090, H258 1.090
245 C 3.32174 1.83588 -14.22055  C244 1.650, C246 1.582, H259 1.090, H260 1.090
246 C 4.25274 0.59907 -13.89216  C245 1.582, N247 1.535, C249 1.521, C250 1.639
247 N 4.16600 0.19985 -12.41223  C242 1.451, C246 1.535, O248 1.472
248 O 5.07228 -0.91528 -12.09293  N247 1.472, H270 0.960
249 C 4.10126 -0.54680 -14.88079  C246 1.521, H261 1.090, H262 1.090, H263 1.090
250 C 5.73205 1.27234 -14.10167  C246 1.639, H264 1.090, H265 1.090, H266 1.090
251 C 2.14858 -1.31577 -12.22950  C242 1.545, H267 1.090, H268 1.090, H269 1.090
252 H 3.32966 -0.77927 -9.78339  C241 1.090
253 H 1.84709 0.20407 -10.04741  C241 1.090
254 H 3.46057 0.93180 -9.87796  C241 1.090
255 H 0.79910 0.93767 -11.88781  C243 1.090
256 H 2.13079 1.99047 -11.63794  C243 1.090
257 H 1.10630 2.39582 -13.95366  C244 1.090
258 H 1.33715 0.68423 -14.30558  C244 1.090
259 H 3.66159 2.70385 -13.65555  C245 1.090
260 H 3.47269 2.09666 -15.26808  C245 1.090
261 H 4.59916 -1.42419 -14.46802  C249 1.090
262 H 3.08541 -0.86332 -15.11736  C249 1.090
263 H 4.50347 -0.20541 -15.83461  C249 1.090
264 H 5.99631 1.26725 -15.15914  C250 1.090
265 H 5.91158 2.27458 -13.71260  C250 1.090
266 H 6.49805 0.67769 -13.60395  C250 1.090
267 H 2.78586 -2.16402 -11.97958  C251 1.090
268 H 1.91834 -1.44302 -13.28728  C251 1.090
269 H 1.16229 -1.40859 -11.77483  C251 1.090
270 H 5.61834 -0.65906 -11.34610  O248 0.960
271 C -7.04513 6.04178 -5.72131  C272 1.528, H282 1.090, H283 1.090, H284 1.090
272 C -5.82951 6.85276 -6.16893  C271 1.528, C273 1.574, N277 1.501, C281 1.587
273 C -6.07635 7.48243 -7.59004  C272 1.574, C274 1.512, H285 1.090, H286 1.090
274 C -7.00619 8.67255 -7.65936  C273 1.512, C275 1.567, H287 1.090, H288 1.090
275 C -6.61858 9.76105 -6.60021  C274 1.567, C276 1.664, H289 1.090, H290 1.090
276 C -6.26390 9.16161 -5.08928  C275 1.664, N277 1.513, C279 1.491, C280 1.565
277 N -5.39162 7.93308 -5.22363  C272 1.501, C276 1.513, O278 1.382
278 O -5.19420 7.47899 -3.93318  N277 1.382, H300 0.960
279 C -5.45499 10.16670 -4.34279  C276 1.491, H291 1.090, H292 1.090, H293 1.090
280 C -7.66743 8.90034 -4.44820  C276 1.565, H294 1.090, H295 1.090, H296 1.090
281 C -4.62763 5.84388 -6.40505  C272 1.587, H297 1.090, H298 1.090, H299 1.090
282 H -6.87992 5.77484 -4.67749  C271 1.090
283 H -7.01307 5.01195 -6.07702  C271 1.090
284 H -7.99869 6.48476 -6.00871  C271 1.090
285 H -5.09791 7.85266 -7.89611  C273 1.090
286 H -6.35528 6.70433 -8.30058  C273 1.090
287 H -8.01130 8.27562 -7.51694  C274 1.090
288 H -7.04612 9.06128 -8.67691  C274 1.090
289 H -7.49952 10.40156 -6.55791  C275 1.090
290 H -5.75684 10.32604 -6.95561  C275 1.090
291 H -5.09776 10.03619 -3.32130  C279 1.090
292 H -4.58624 10.43918 -4.94206  C279 1.090
293 H -6.08320 11.05284 -4.25211  C279 1.090
294 H -7.60938 8.32293 -3.52553  C280 1.090
295 H -8.26807 9.80671 -4.37183  C280 1.090
296 H -8.26080 8.24083 -5.08150  C280 1.090
297 H -4.98023 4.86151 -6.71924  C281 1.090
298 H -4.12643 5.44796 -5.52179  C281 1.090
299 H -3.89631 6.28217 -7.08414  C281 1.090
300 H -4.35685 7.88493 -3.69726  O278 0.960

Mulliken population analysis, charges in e, atoms 1 to 8: -2.04 1.42 -0.99 -0.98 -1.30 1.56 0.40 -0.48